{
  "formula": "C19H27N3O3S2",
  "method": "wB97M-V/def2-TZVPD",
  "species": ["C", "C", "N", "C", "C", "C", "C", "C", "C", "S", "H", "S", "O", "O", "N", "H", "C", "C", "O", "N", "C", "H", "C", "H", "H", "C", "C", "C", "C", "H", "H", "H", "H", "H", "H", "H", "H", "H", "H", "C", "C", "H", "H", "H", "C", "H", "H", "H", "H", "H", "H", "H", "H", "H"],
  "coordinates": [[-7.13, 1.46, 0.30], [-5.87, 0.79, -0.09], [-5.70, -0.47, -0.18], [-4.44, -0.81, -0.55], [-3.97, -2.11, -0.74], [-2.66, -2.30, -1.11], [-1.82, -1.20, -1.31], [-2.25, 0.10, -1.14], [-3.57, 0.29, -0.76], [-4.43, 1.77, -0.46], [-1.58, 0.92, -1.32], [-0.11, -1.52, -1.69], [0.51, -0.28, -2.07], [-0.01, -2.64, -2.58], [0.40, -2.01, -0.19], [1.12, -2.72, -0.24], [0.81, -0.94, 0.70], [2.33, -0.80, 0.54], [2.99, -1.82, 0.42], [2.90, 0.42, 0.54], [2.23, 1.70, 0.58], [1.29, 1.61, 1.11], [1.98, 2.29, -0.82], [1.55, 3.28, -0.69], [1.27, 1.66, -1.34], [3.25, 2.38, -1.67], [3.73, 1.01, -2.13], [4.71, 0.33, -1.17], [4.34, 0.47, 0.31], [4.71, 1.41, 0.71], [4.79, -0.35, 0.87], [4.76, -0.73, -1.43], [5.72, 0.75, -1.30], [2.86, 0.37, -2.28], [4.23, 1.10, -3.10], [3.00, 2.98, -2.56], [4.04, 2.91, -1.14], [2.87, 2.38, 1.15], [0.27, -0.05, 0.39], [0.45, -1.33, 2.15], [0.93, -0.30, 3.16], [0.42, 0.65, 3.02], [2.01, -0.14, 3.08], [0.72, -0.64, 4.17], [-1.06, -1.52, 2.27], [-1.58, -0.59, 2.08], [-1.41, -2.26, 1.55], [-1.32, -1.86, 3.27], [0.95, -2.28, 2.35], [-2.24, -3.28, -1.27], [-4.64, -2.94, -0.58], [-7.89, 0.71, 0.50], [-6.97, 2.08, 1.18], [-7.47, 2.11, -0.51]],
  "homo_lumo_gap_ev": 9.46,
  "max_force_ev_per_a": 1.16,
  "e_tot_ha": -1926.61302,
  "smiles": "Cc1nc2ccc(S(=O)(=O)N[C@H](C(=O)N3CCCCCC3)C(C)C)cc2s1",
  "charge": 0,
  "relative_energy_kj_mol": 44.43
}